# C17H49BCl2N7O5P3S

3 unconnected molecules or ions with the total composition C17H49BCl2N7O5P3S in a non-equilibrium geometry (the ωB97M-V functional and the def2-TZVPD basis, the Open Molecules 2025 dataset).

Last columns: bonded neighbours and bond lengths (Å).
CARTESIAN COORDINATES (ANGSTROEM)
1 C -2.589 4.235 1.564  C2 1.502, H15 1.088, H16 1.086, H17 1.088
2 C -2.676 3.709 0.160  C1 1.502, Cl3 1.745, C4 1.330
3 Cl -1.461 4.308 -0.940  C2 1.745
4 C -3.576 2.842 -0.294  C2 1.330, Cl5 1.762, P6 1.899
5 Cl -4.778 2.308 0.878  C4 1.762
6 P -3.657 2.179 -2.072  C4 1.899, O7 1.626, O8 1.621, S9 2.300, B10 1.958
7 O -3.759 3.672 -2.709  P6 1.626, H18 0.964
8 O -5.079 1.456 -1.784  P6 1.621, H19 0.964
9 S -3.807 1.336 -4.207  P6 2.300, H20 1.340
10 B -2.004 1.144 -1.892  P6 1.958, O11 1.370, N12 1.449
11 O -1.075 1.325 -2.883  B10 1.370, H21 0.969
12 N -1.713 0.204 -0.828  B10 1.449, C13 1.479, C14 1.471
13 C -1.022 0.816 0.328  N12 1.479, H22 1.094, H23 1.090, H24 1.090
14 C -2.856 -0.632 -0.432  N12 1.471, H25 1.092, H26 1.092, H27 1.089
15 H -2.084 3.536 2.228  C1 1.088
16 H -3.586 4.442 1.939  C1 1.086
17 H -2.069 5.189 1.515  C1 1.088
18 H -4.615 3.772 -3.140  O7 0.964
19 H -5.194 0.724 -2.401  O8 0.964
20 H -3.930 2.388 -5.028  S9 1.340
21 H -0.235 1.395 -2.406  O11 0.969
22 H -0.178 0.178 0.607  C13 1.094
23 H -1.668 0.897 1.202  C13 1.090
24 H -0.590 1.774 0.039  C13 1.090
25 H -3.777 -0.085 -0.224  C14 1.092
26 H -2.584 -1.128 0.502  C14 1.092
27 H -2.998 -1.430 -1.159  C14 1.089
28 C 4.431 -0.473 -7.251  N29 1.451, H39 1.091, H40 1.099, H41 1.089
29 N 3.450 -1.353 -6.643  C28 1.451, C30 1.461, P31 1.721
30 C 3.145 -2.524 -7.461  N29 1.461, H42 1.097, H43 1.095, H44 1.088
31 P 3.310 -1.649 -4.954  N29 1.721, O32 1.507, N33 1.751, N36 1.708
32 O 4.472 -2.582 -4.732  P31 1.507
33 N 3.830 -0.387 -3.857  P31 1.751, C34 1.449, C35 1.463
34 C 4.507 0.820 -4.285  N33 1.449, H45 1.099, H46 1.092, H47 1.092
35 C 4.461 -0.888 -2.636  N33 1.463, H48 1.098, H49 1.089, H50 1.093
36 N 1.724 -1.014 -4.961  P31 1.708, C37 1.447, C38 1.458
37 C 1.179 -0.012 -5.851  N36 1.447, H51 1.093, H52 1.091, H53 1.091
38 C 0.923 -1.269 -3.768  N36 1.458, H54 1.096, H55 1.092, H56 1.091
39 H 4.193 -0.330 -8.306  C28 1.091
40 H 5.458 -0.855 -7.170  C28 1.099
41 H 4.393 0.526 -6.822  C28 1.089
42 H 2.061 -2.615 -7.607  C30 1.097
43 H 3.497 -3.453 -7.003  C30 1.095
44 H 3.601 -2.461 -8.447  C30 1.088
45 H 5.444 0.610 -4.821  C34 1.099
46 H 4.756 1.437 -3.419  C34 1.092
47 H 3.868 1.448 -4.909  C34 1.092
48 H 5.521 -1.133 -2.781  C35 1.098
49 H 3.958 -1.787 -2.280  C35 1.089
50 H 4.378 -0.140 -1.843  C35 1.093
51 H 1.806 0.881 -5.916  C37 1.093
52 H 0.199 0.308 -5.493  C37 1.091
53 H 1.028 -0.400 -6.860  C37 1.091
54 H 1.016 -0.449 -3.047  C38 1.096
55 H 1.246 -2.189 -3.276  C38 1.092
56 H -0.131 -1.401 -4.016  C38 1.091
57 C -1.534 -2.865 4.734  N58 1.451, H68 1.091, H69 1.099, H70 1.088
58 N -0.361 -2.014 4.803  C57 1.451, C59 1.461, P60 1.720
59 C 0.615 -2.296 3.752  N58 1.461, H71 1.097, H72 1.095, H73 1.088
60 P -0.370 -0.366 5.295  N58 1.720, O61 1.507, N62 1.748, N65 1.711
61 O -0.937 0.293 4.064  P60 1.507
62 N -1.622 0.136 6.408  P60 1.748, C63 1.450, C64 1.464
63 C -2.726 -0.711 6.813  N62 1.450, H74 1.099, H75 1.091, H76 1.092
64 C -2.117 1.492 6.167  N62 1.464, H77 1.098, H78 1.089, H79 1.092
65 N 0.672 -0.736 6.600  P60 1.711, C66 1.446, C67 1.460
66 C 0.785 -1.995 7.302  N65 1.446, H80 1.093, H81 1.091, H82 1.091
67 C 1.284 0.403 7.279  N65 1.460, H83 1.097, H84 1.092, H85 1.092
68 H -1.228 -3.899 4.563  C57 1.091
69 H -2.233 -2.568 3.940  C57 1.099
70 H -2.068 -2.890 5.681  C57 1.088
71 H 1.608 -2.461 4.187  C59 1.097
72 H 0.699 -1.473 3.034  C59 1.095
73 H 0.355 -3.188 3.186  C59 1.088
74 H -3.330 -1.051 5.960  C63 1.099
75 H -3.388 -0.164 7.487  C63 1.091
76 H -2.387 -1.577 7.385  C63 1.092
77 H -2.875 1.527 5.374  C64 1.098
78 H -1.304 2.158 5.880  C64 1.089
79 H -2.551 1.896 7.085  C64 1.092
80 H -0.181 -2.383 7.633  C66 1.093
81 H 1.403 -1.870 8.192  C66 1.091
82 H 1.272 -2.759 6.694  C66 1.091
83 H 0.682 0.727 8.136  C67 1.097
84 H 1.381 1.250 6.597  C67 1.092
85 H 2.292 0.165 7.624  C67 1.092

Spin multiplicity: 1
Molecular weight, g/mol: 638.33
SMILES: C/C(Cl)=C(\Cl)P(O)(O)(S)B(O)N(C)C.CN(C)P(=O)(N(C)C)N(C)C.CN(C)P(=O)(N(C)C)N(C)C
Total charge: 0
Electronic energy, eV: -103512.659
E_HOMO, Eh: -0.29099
HOMO-LUMO gap, eV: 8.0